A structure of composition C72H133B2F9Hg3N7O26PS. Source: OMol25; level of theory: ωB97M-V/def2-TZVPD.

Element x y z (Å)
Hg  -2.1844  5.3520  -2.6172
Hg  2.8955  5.9625  -3.4155
Hg  1.2227  -0.6300  5.0002
O  -0.8043  3.4587  -2.3660
C  0.0399  2.7318  -1.7958
O  -0.1361  1.7511  -0.9151
B  1.1327  1.1820  -0.4163
O  2.1353  2.0352  -1.0407
C  1.5893  2.9185  -1.8189
O  2.1835  3.8882  -2.3777
O  1.2399  -0.2375  -0.6535
C  1.4221  -0.8976  0.4626
O  1.4827  -2.1331  0.6178
C  1.3237  0.1098  1.5997
O  1.1849  1.3069  1.0351
O  1.2268  -0.1764  2.7553
O  -2.7833  4.2483  -0.5762
C  -2.7577  4.1187  0.6018
O  -3.0429  3.0283  1.3025
B  -2.7337  3.3223  2.6635
O  -2.8486  4.8165  2.7423
C  -2.5479  5.2690  1.6197
O  -2.3421  6.4807  1.2725
O  -1.3746  2.8744  3.1630
C  -1.5027  1.8690  4.0854
O  -0.5843  1.1649  4.5608
C  -3.0156  1.8376  4.4469
O  -3.6430  2.6915  3.5918
O  -3.5720  1.2028  5.3100
P  0.0788  5.0357  -5.1738
F  -0.3027  6.5521  -5.6077
F  -1.4618  4.9517  -4.6856
F  -0.3364  4.6893  -6.6137
F  0.3065  3.4761  -4.7659
F  1.6141  5.2819  -5.5374
F  0.5885  5.4125  -3.6984
C  1.2696  5.7207  1.1041
F  2.4145  6.2516  1.6597
F  1.5856  4.4662  0.7746
F  0.3770  5.6554  2.0262
S  0.6998  6.6070  -0.4776
O  -0.4674  5.8833  -1.0710
O  0.3456  7.9894  0.0072
O  1.8430  6.5882  -1.4728
C  -6.4103  -1.9459  2.7900
C  -5.2307  -2.4661  1.8433
C  -5.9580  -2.7386  0.5196
C  -5.0392  -2.9025  -0.7057
C  -4.1499  -1.6642  -0.7964
C  -3.2738  -1.3470  0.5189
N  -4.2240  -1.4005  1.6608
O  -3.6754  -1.0314  2.9555
C  -2.0954  -2.3087  0.6849
C  -2.8228  0.1374  0.4933
C  -4.6141  -3.8081  2.4746
H  -6.0709  -1.5240  3.7360
H  -7.0046  -2.8316  3.0145
H  -6.9075  -1.1065  2.3038
H  -6.4393  -3.7012  0.6928
H  -6.5728  -1.8527  0.3603
H  -5.6726  -3.1139  -1.5673
H  -4.3975  -3.7833  -0.7261
H  -4.8470  -0.8385  -0.9393
H  -3.4536  -1.6770  -1.6349
H  -1.5191  -2.1165  -0.2201
H  -1.5509  -2.1522  1.6161
H  -2.3927  -3.3565  0.7267
H  -3.5500  0.9243  0.2934
H  -2.2678  0.4626  1.3732
H  -2.0526  0.2433  -0.2707
H  -3.8074  -4.2320  1.8765
H  -5.3798  -4.5655  2.6426
H  -4.1707  -3.6196  3.4523
H  -4.2056  -0.2881  3.2520
C  3.2826  -1.1928  -4.7238
C  2.6555  -2.3997  -3.9447
C  1.2503  -1.8829  -3.4260
C  0.1688  -2.0378  -4.4881
C  0.1711  -3.5186  -5.0464
C  1.5676  -3.9552  -5.5778
N  2.5967  -3.6909  -4.6194
O  3.8006  -4.3217  -4.9030
C  1.3704  -5.4766  -5.9397
C  1.8782  -3.3568  -6.9145
C  3.4263  -2.5689  -2.6428
H  3.3628  -0.4417  -3.9380
H  2.7222  -0.8087  -5.5761
H  4.2583  -1.5067  -5.0947
H  0.9289  -2.4960  -2.5841
H  1.3001  -0.8243  -3.1711
H  0.2971  -1.3487  -5.3229
H  -0.8038  -1.7989  -4.0580
H  -0.6241  -3.7756  -5.7463
H  -0.2089  -4.0803  -4.1930
H  1.1744  -5.9498  -4.9775
H  0.4539  -5.6049  -6.5156
H  2.1852  -6.0142  -6.4246
H  1.1065  -2.8438  -7.4884
H  2.6738  -2.6219  -6.7919
H  2.4406  -4.0630  -7.5253
H  3.7337  -1.6868  -2.0812
H  4.4217  -2.9662  -2.8417
H  2.9324  -3.2842  -1.9851
H  4.2257  -3.7131  -5.5117
C  -2.3356  -3.2319  6.5332
C  -0.9261  -2.7274  6.6170
C  -0.0762  -3.6103  7.5318
C  0.3186  -4.9366  6.9404
C  1.0495  -4.7358  5.6186
C  0.2438  -3.8308  4.6498
N  -0.2540  -2.6036  5.3242
O  -0.8910  -1.7282  4.5142
C  1.2947  -3.3744  3.6313
C  -0.8589  -4.6217  3.8995
C  -0.9060  -1.3217  7.3647
H  -2.5001  -4.3013  6.6650
H  -2.8040  -2.9897  5.5792
H  -2.9074  -2.8059  7.3576
H  0.8785  -3.1633  7.8089
H  -0.6430  -3.8843  8.4217
H  -0.5108  -5.6295  6.7991
H  0.9856  -5.4196  7.6545
H  1.2482  -5.7137  5.1800
H  2.0440  -4.3228  5.7872
H  1.6720  -4.2407  3.0878
H  0.8888  -2.8574  2.7618
H  2.1195  -2.7999  4.0529
H  -1.5910  -5.1581  4.5031
H  -1.4275  -3.9418  3.2650
H  -0.5141  -5.3527  3.1681
H  -1.4757  -0.5410  6.8609
H  0.0757  -0.9100  7.5987
H  -1.3904  -1.4745  8.3292
H  -1.7081  -2.1772  4.2855
C  6.5046  3.0465  -4.5078
C  5.1017  3.1294  -4.0083
C  4.7229  1.8166  -3.2569
C  5.4884  1.6162  -1.9510
C  5.4308  2.8702  -1.1683
C  5.6868  4.2801  -1.8587
N  4.9090  4.3468  -3.1342
O  5.2204  5.5737  -3.8139
C  4.9920  5.3132  -0.9198
C  7.2598  4.6555  -1.7362
C  4.0928  3.1379  -5.2514
H  7.2711  2.6775  -3.8262
H  6.7616  4.0136  -4.9399
H  6.6051  2.3918  -5.3734
H  3.6848  1.6898  -2.9496
H  4.9745  1.0397  -3.9788
H  6.5492  1.3898  -2.0588
H  4.9879  0.8574  -1.3494
H  6.2448  2.6286  -0.4848
H  4.4843  2.9104  -0.6293
H  5.5543  5.5791  -0.0247
H  4.9287  6.2539  -1.4667
H  3.9561  5.0496  -0.7068
H  7.4131  4.6427  -0.6571
H  7.8712  3.9398  -2.2858
H  7.5022  5.6892  -1.9824
H  4.1344  2.1288  -5.6614
H  4.1176  3.9170  -6.0133
H  3.1000  3.1890  -4.8045
H  6.1554  5.4204  -3.9678
C  0.2725  -5.0946  -0.0793
C  -0.3930  -6.4659  -0.5637
C  0.1145  -6.6550  -2.0199
C  1.5105  -7.3809  -2.1704
C  1.6085  -8.5925  -1.1615
C  1.2403  -8.2637  0.2213
N  -0.1294  -7.6510  0.2490
O  -0.5712  -7.5134  1.5944
C  1.2472  -9.6474  1.0180
C  2.2730  -7.3739  0.9632
C  -1.9214  -6.1653  -0.6769
H  -0.3561  -4.2106  -0.1861
H  1.1911  -4.7994  -0.5863
H  0.4719  -5.0026  0.9884
H  -0.7067  -7.0350  -2.6277
H  0.1558  -5.6642  -2.4725
H  2.3122  -6.7043  -1.8740
H  1.6037  -7.5933  -3.2354
H  2.6590  -8.8784  -1.2157
H  0.9431  -9.4014  -1.4631
H  2.2232  -9.9299  1.4128
H  0.5186  -9.6367  1.8287
H  0.9621  -10.4750  0.3685
H  2.6327  -6.5226  0.3853
H  1.9029  -6.8699  1.8560
H  3.2145  -7.9076  1.0938
H  -1.9923  -5.1658  -1.1061
H  -2.4088  -6.0980  0.2957
H  -2.3104  -6.9331  -1.3456
H  -1.3640  -8.0539  1.6231
C  2.9802  2.4292  4.0173
C  2.5591  3.2588  5.2527
C  1.8502  4.5474  4.7659
C  1.4176  5.4458  5.8351
C  0.4647  4.5923  6.6654
C  0.8765  3.2009  7.2070
N  1.5818  2.4641  6.0491
O  1.9755  1.2438  6.4218
C  1.7324  3.3672  8.4424
C  -0.3684  2.5428  7.7426
C  3.9550  3.7750  5.9242
H  3.6265  1.5760  4.2228
H  3.4833  3.0653  3.2890
H  2.1240  2.0368  3.4685
H  2.5247  5.0222  4.0534
H  0.9657  4.2422  4.2068
H  0.9131  6.3003  5.3841
H  2.2334  5.9729  6.3298
H  -0.5045  4.5114  6.1731
H  0.3443  5.2564  7.5212
H  1.1923  4.0690  9.0780
H  2.1089  2.4762  8.9449
H  2.6086  3.9480  8.1543
H  -0.9424  2.1758  6.8917
H  -0.0550  1.6667  8.3104
H  -0.9554  3.3193  8.2331
H  4.6412  4.1846  5.1829
H  4.4471  3.0244  6.5427
H  3.8783  4.6925  6.5075
H  2.6152  1.4946  7.0921
C  -5.7421  1.8292  -3.9200
C  -4.4495  2.4922  -4.3453
C  -4.2434  2.1066  -5.8392
C  -4.9186  2.8893  -6.8943
C  -4.7285  4.3470  -6.6635
C  -5.1384  4.8002  -5.2496
N  -4.3567  3.9896  -4.2456
O  -4.4075  4.5170  -2.9963
C  -4.6914  6.3335  -5.1479
C  -6.6236  4.8785  -4.9967
C  -3.2581  2.0201  -3.6161
H  -5.5801  0.7950  -3.6164
H  -6.4904  1.8945  -4.7098
H  -6.0952  2.3806  -3.0485
H  -3.2161  2.0588  -6.2004
H  -4.5878  1.0887  -6.0218
H  -5.9278  2.4824  -6.9572
H  -4.5049  2.6466  -7.8731
H  -5.2835  4.8236  -7.4716
H  -3.7682  4.7181  -7.0216
H  -4.9880  6.8372  -4.2279
H  -3.6391  6.4631  -5.4008
H  -5.0030  6.9820  -5.9666
H  -7.1631  3.9378  -4.8857
H  -6.7172  5.1256  -3.9392
H  -7.2273  5.5717  -5.5825
H  -3.3356  2.2632  -2.5563
H  -2.2960  2.4531  -3.8899
H  -3.1638  0.9422  -3.7472
H  -5.1911  4.0555  -2.6888

Computed properties:
- total charge = +2
- HOMO-LUMO gap (eV) = 3.989
- LUMO (eV) = -7.1427
- HOMO (eV) = -11.1
- E (Eh) = -7310.50311

---

A cluster of 2 separate species, C3H7Br in total. Source: OMol25; level of theory: ωB97M-V/def2-TZVPD.

Element x y z (Å)
C  -0.5706  -1.1326  0.1384
C  -0.6490  0.0862  0.6201
C  -1.6549  0.9852  -0.0389
H  0.0888  -1.9943  0.3005
H  -1.2353  -1.2844  -0.6018
H  -0.0617  0.3641  1.3663
H  -1.7772  0.7329  -1.0503
H  -2.5518  0.7337  0.4616
H  -1.3077  2.1208  -0.0415
Br  4.5260  0.1197  -0.0442
H  5.1934  -0.7314  -1.1102

Computed properties:
- HOMO-LUMO gap (eV) = 10.091
- SMILES = C=CC.Br
- LUMO (eV) = 0.5213
- HOMO (eV) = -9.6
- energy relative to the best compared isomer or geometry (same formula, charge and spin) (eV) = 1.188
- E (Eh) = -2692.44601

---

A cluster of 2 separate species, C5H11NO2 in total. Source: OMol25; level of theory: ωB97M-V/def2-TZVPD.

Element x y z (Å)
C  -0.0612  -1.4832  1.8206
N  -0.7913  -1.1807  0.5765
C  -0.1442  -0.2741  -0.2833
C  -0.3794  1.1520  0.0144
C  0.4533  1.4825  1.1828
O  0.0616  1.8813  -1.1904
C  0.4536  -0.8532  -1.4326
O  0.3444  -2.0641  -1.6032
H  -0.5434  -2.2380  2.4447
H  0.8886  -1.9732  1.5891
H  0.1621  -0.5975  2.4080
H  -0.9055  -1.9784  -0.0540
H  -0.5976  4.9938  2.3370
H  -1.4458  1.3382  0.1242
H  1.5031  1.4750  0.9188
H  -0.0210  1.7632  2.1139
H  -0.3251  4.8819  1.6548
H  0.9517  2.1042  -0.8805
H  0.7906  -0.2922  -2.3037

Computed properties:
- 2S+1 = 2
- total charge = +1
- HOMO-LUMO gap (alpha / beta) (eV) = 6.431 / 7.984
- LUMO (alpha / beta) (eV) = -7.6496 / -7.7179
- HOMO (alpha / beta) (eV) = -14.1 / -15.7
- energy relative to the best compared isomer or geometry (same formula, charge and spin) (eV) = 5.147
- E (Eh) = -401.86595
- <S²> = 0.782

---

A cluster of 2 separate species, C3H8N3O in total. Source: OMol25; level of theory: ωB97M-V/def2-TZVPD.

Element x y z (Å)
C  1.8310  0.5741  1.0355
C  0.1610  1.3070  -0.1446
C  -2.0232  -1.0990  -0.1002
N  0.9511  1.4847  1.0119
N  1.7571  -0.2610  -0.0669
N  0.6523  0.0650  -0.7447
O  -0.7217  -1.3283  0.0039
H  2.5864  0.4378  1.7839
H  -0.9111  1.2275  0.1208
H  0.2484  2.1710  -0.8187
H  -2.3420  -0.1259  0.3343
H  -2.4920  -1.8303  0.5913
H  -2.4436  -1.2569  -1.1047
H  2.2245  -1.1495  -0.1920
H  0.5218  -0.2162  -1.7099

Computed properties:
- total charge = +1
- HOMO-LUMO gap (alpha / beta) (eV) = 8.751 / 8.760
- LUMO (alpha / beta) (eV) = -5.5121 / -6.2796
- HOMO (alpha / beta) (eV) = -14.3 / -15.0
- energy relative to the best compared isomer or geometry (same formula, charge and spin) (eV) = 5.367
- E (Eh) = -358.19922

---

A structure of composition C4H3Li2NiO2. Source: OMol25; level of theory: ωB97M-V/def2-TZVPD.

Element x y z (Å)
C  1.1326  -0.5847  0.3764
O  0.2102  -0.8118  1.3671
Li  0.3775  -2.7764  0.9239
Li  0.1785  1.2698  1.6690
H  2.0387  -1.2088  0.2175
C  0.9478  0.4025  -0.5500
C  -0.1266  1.4153  -0.4551
C  -1.4122  1.1183  -0.7269
O  -1.9151  -0.1231  -1.1071
Ni  -0.9982  -1.1502  0.1589
H  1.7803  0.5831  -1.2387
H  -2.2134  1.8661  -0.6350

Computed properties:
- 2S+1 = 3
- total charge = +1
- HOMO-LUMO gap (alpha / beta) (eV) = 7.736 / 6.857
- LUMO (alpha / beta) (eV) = -4.4726 / -5.2319
- HOMO (alpha / beta) (eV) = -12.2 / -12.1
- E (Eh) = -1827.72041
- <S²> = 2.031

---

A structure of composition C31H23Cl2IIrN3PTe4. Source: OMol25; level of theory: ωB97M-V/def2-TZVPD.

Element x y z (Å)
Ir  0.2024  -0.8544  1.0443
Te  -2.0822  0.0213  1.1362
Te  -3.9735  -1.5715  0.1908
Te  -7.3348  2.1157  2.0079
Te  -4.9133  1.0995  1.6273
I  2.7302  -1.3702  1.2614
C  3.7476  -0.2449  -0.1907
C  5.0785  -0.1500  0.1177
C  5.9872  0.5179  -0.7185
C  5.5239  1.0432  -1.8792
C  4.1598  0.9365  -2.2468
C  3.8144  1.4253  -3.5274
C  2.5473  1.2928  -3.9910
C  1.5777  0.7511  -3.1368
C  1.8144  0.3030  -1.8558
P  0.1223  -0.0095  -1.0005
C  -0.6349  1.6164  -1.4088
C  -0.2605  2.6196  -0.5106
C  -0.7958  3.8920  -0.5912
C  -1.7081  4.1904  -1.5955
C  -2.0591  3.2153  -2.5144
C  -1.5197  1.9375  -2.4311
C  -0.4705  -1.2703  -2.1938
C  0.3802  -2.3739  -2.3224
C  0.0124  -3.4799  -3.0633
C  -1.2368  -3.5206  -3.6749
C  -2.1039  -2.4553  -3.5215
C  -1.7295  -1.3414  -2.7754
C  3.1830  0.3251  -1.3866
H  5.4439  -0.6080  1.0275
H  7.0314  0.5856  -0.4441
H  6.1944  1.5418  -2.5689
H  4.5913  1.8801  -4.1302
H  2.2704  1.6159  -4.9862
H  0.5680  0.6893  -3.5219
H  0.4240  2.3624  0.2907
H  -0.5166  4.6399  0.1404
H  -2.1423  5.1800  -1.6605
H  -2.7719  3.4380  -3.2985
H  -1.8034  1.2032  -3.1691
H  1.3449  -2.3617  -1.8281
H  0.6904  -4.3192  -3.1508
H  -1.5323  -4.3873  -4.2527
H  -3.0918  -2.4833  -3.9635
H  -2.4444  -0.5410  -2.6638
N  -1.9538  3.1214  3.5369
C  -1.4610  4.3327  3.8647
C  -0.1098  4.2850  3.6115
C  0.1077  2.9809  3.1152
N  -1.0183  2.2921  3.0702
H  -2.9167  2.8186  3.5276
H  -2.0965  5.1158  4.2421
H  0.6151  5.0709  3.7345
H  1.0349  2.5276  2.8002
Cl  -0.0499  -1.7990  5.3231
C  -0.8085  -3.1434  4.5101
C  -1.5054  -4.0804  5.2389
C  -2.1264  -5.1486  4.6023
C  -2.0215  -5.2593  3.2199
C  -1.3293  -4.3168  2.4932
Cl  -1.2172  -4.4779  0.7616
C  -0.6876  -3.1942  3.0932
N  -0.0350  -2.2899  2.4018
H  -1.5623  -3.9712  6.3144
H  -2.6909  -5.8735  5.1722
H  -2.4823  -6.0874  2.6971

Computed properties:
- 2S+1 = 5
- total charge = -1
- HOMO-LUMO gap (alpha / beta) (eV) = 5.405 / 4.776
- LUMO (alpha / beta) (eV) = 1.8058 / 1.0882
- HOMO (alpha / beta) (eV) = -3.6 / -3.7
- E (Eh) = -4095.21225
- <S²> = 6.045

---

A structure of composition C4H9NO3. Source: OMol25; level of theory: ωB97M-V/def2-TZVPD.

Element x y z (Å)
O  1.1272  3.1690  -1.7367
C  0.8110  2.8449  -0.5065
C  0.3859  1.4504  -0.0683
N  0.2822  0.5221  -1.1964
H  0.9526  3.5439  0.3389
H  1.1006  1.0440  0.6483
H  -0.5851  1.4999  0.4328
H  -0.2825  -0.5922  -0.7524
H  -0.2858  0.9397  -1.9184
H  1.2008  0.3663  -1.5744
O  -0.0441  -1.2673  1.7336
C  -0.5470  -1.9290  0.8508
O  -0.7694  -1.5572  -0.3705
C  -1.0050  -3.3609  1.1583
H  -1.6722  -3.7278  0.3872
H  -0.1146  -3.9633  1.2073
H  -1.4839  -3.3241  2.1346

Computed properties:
- 2S+1 = 2
- total charge = -1
- HOMO-LUMO gap (alpha / beta) (eV) = 3.628 / 7.055
- LUMO (alpha / beta) (eV) = 3.6124 / 3.6020
- HOMO (alpha / beta) (eV) = 0.0 / -3.5
- energy relative to the best compared isomer or geometry (same formula, charge and spin) (eV) = 0.648
- E (Eh) = -438.27551
- <S²> = 0.754

---

A cluster of 2 separate species, C5H12N2O in total. Source: OMol25; level of theory: ωB97M-V/def2-TZVPD.

Element x y z (Å)
C  1.5430  -1.8150  -0.3521
C  1.4656  -0.3209  -0.4691
C  2.3392  0.5568  0.0809
N  2.3034  1.9391  -0.0950
H  2.4700  -2.0423  0.1927
H  0.7570  -2.2580  0.3492
H  1.5750  -2.2473  -1.3585
H  0.6142  0.0527  -1.0358
H  3.3102  0.1487  0.3666
H  2.7197  2.4614  0.6480
H  1.2917  2.2483  -0.2733
C  -2.6361  1.0000  -0.3881
C  -2.3552  -0.4741  -0.0018
N  -1.8345  -0.5587  1.2866
O  -2.6210  -1.4168  -0.6868
H  -2.9259  1.6117  0.4996
H  -3.4283  1.0191  -1.1604
H  -1.7261  1.3607  -0.8490
H  -1.4810  -1.5147  1.5212
H  -1.3808  0.2494  1.7251

Computed properties:
- HOMO-LUMO gap (eV) = 8.857
- SMILES = C/C=C/N.CC(N)=O
- LUMO (eV) = 0.7128
- HOMO (eV) = -8.1
- energy relative to the best compared isomer or geometry (same formula, charge and spin) (eV) = 1.553
- E (Eh) = -382.44547

---

Number 1: strongest force on any atom 7.42 eV/A. Number 2: strongest force on any atom 4.38 eV/A. Number 3: strongest force on any atom 6.09 eV/A. Number 4: strongest force on any atom 1.86 eV/A. Number 5: strongest force on any atom 4.11 eV/A. Number 6: strongest force on any atom 2.17 eV/A. Number 7: strongest force on any atom 1.28 eV/A. Number 8: strongest force on any atom 2.67 eV/A.